This record from the Open Molecules 2025 dataset describes 3 unconnected molecules or ions with the total composition C33H58BN5O12P2S3 at a distorted geometry. The level of theory is ωB97M-V/def2-TZVPD.

## Properties
spin multiplicity = 1
E_HOMO = -7.79 eV
LUMO energy = -0.017 Ha
SMILES = CCCc1c(ON=O)c(N=C(C)C)c(CC)c2c1Sc1cc(P(=N)(O)O)c(B(N)O)c(CCCO)c1N2P(CC)CC.CCOS(C)(=O)=O.CCOS(C)(=O)=O
largest force on an atom = 3.81 eV/Å
Kohn-Sham gap = 7.312 eV

Last column: Mulliken charge in e.
Element x y z (Å)
S (3.4181, -1.0402, 0.1788)  -0.28
S (-0.8265, -5.3951, 4.5347)  1.21
S (-4.2345, 5.3259, 1.0064)  1.21
P (0.3660, -5.8010, -0.8774)  0.59
P (0.4517, 1.0891, 1.0120)  -0.68
O (-4.7081, 0.1985, 1.1061)  -0.52
O (-0.1803, -6.1361, -2.4325)  -0.57
O (5.5926, 2.4534, -3.2259)  -0.39
O (-5.6173, 6.0057, 1.4603)  -0.27
O (-2.4488, -3.6546, -2.8653)  -0.67
O (-3.9754, 5.6745, -0.3597)  -0.64
O (1.9353, -6.4048, -0.8356)  -0.58
O (-0.8955, -6.6745, 5.5115)  -0.29
O (-2.1012, -4.7356, 4.5527)  -0.63
O (5.3125, 1.4731, -5.1078)  -0.22
O (-3.2571, 5.5286, 2.0363)  -0.66
O (0.3915, -4.6815, 4.7949)  -0.67
N (3.0660, 3.6481, -3.8148)  -0.51
N (6.0007, 1.4714, -4.1609)  0.11
N (0.8003, 0.3956, -0.5775)  1.51
N (-3.0232, -4.5128, -0.5957)  -0.53
N (-0.5519, -6.4115, 0.2366)  -0.59
C (-0.9123, 2.3767, 0.8709)  -0.19
C (1.8818, -1.9245, -0.2707)  1.13
C (6.1121, -1.2481, -1.7819)  -0.21
C (2.5234, 3.3166, -4.9312)  1.00
C (-1.9977, -5.9326, 7.5580)  -1.08
C (-0.5431, -1.6791, -0.9516)  -0.42
C (1.9517, 1.8436, 1.8323)  -0.32
C (5.9657, 0.2787, -1.3409)  -1.51
C (0.7407, -1.0466, -0.5917)  -1.28
C (2.4605, 0.9342, 3.0437)  -1.08
C (1.9136, 2.0477, -2.1582)  -0.01
C (-0.7024, -3.1417, -1.0369)  0.20
C (1.7819, -3.3679, -0.3392)  -0.56
C (-5.6002, 7.3817, 1.8586)  -0.35
C (6.5195, -2.1472, -0.5486)  -1.04
C (-1.7645, -0.7337, -1.2460)  -0.86
C (-0.7302, -6.4655, 6.9169)  -0.33
C (3.3431, 0.3777, -0.9789)  1.37
C (0.6270, 4.2709, -2.1443)  -1.37
C (-4.7885, 3.6503, 1.0623)  -0.52
C (1.9875, 0.9274, -1.2064)  -2.00
C (2.2583, 4.4684, -5.9685)  -1.41
C (2.1230, 1.8809, -5.3907)  -1.09
C (3.0959, 2.5813, -2.8478)  0.11
C (-0.6648, -6.2777, 3.0153)  -0.55
C (0.4998, -3.9449, -0.7329)  0.32
C (4.4189, 1.9890, -2.5659)  0.47
C (0.5153, 2.7029, -2.4716)  0.31
C (-1.7477, 2.3970, 2.2148)  -0.97
C (-2.6085, -0.6927, 0.1047)  0.14
C (-4.0875, -0.2057, -0.1415)  -0.51
C (-5.5590, 8.3118, 0.6612)  -0.97
C (4.5434, 0.8833, -1.6253)  0.22
B (-2.1107, -3.7869, -1.4762)  0.47
H (-0.2657, 2.3013, -1.7779)  -0.60
H (0.0624, -5.3794, -3.0063)  0.40
H (0.2174, 2.5102, -3.5319)  0.46
H (-4.7676, 7.5759, 2.5389)  0.32
H (-4.7106, -1.0727, -0.5125)  0.33
H (-4.1327, 0.6464, -0.8838)  0.21
H (-2.2127, -4.9183, 7.2184)  0.30
H (2.3821, -0.1459, 2.7612)  0.22
H (3.5103, 1.2222, 3.3338)  0.33
H (-5.6710, 0.0845, 1.0275)  0.32
H (2.7770, 2.1518, 1.1426)  0.46
H (2.6575, -4.0217, -0.1091)  0.59
H (0.9738, 4.8581, -3.0363)  0.26
H (-0.4887, -7.4373, 7.3502)  0.27
H (1.2026, 4.8388, -5.9142)  0.28
H (-6.3440, 8.0574, -0.0532)  0.26
H (7.6272, -2.2245, -0.3952)  0.34
H (-2.3918, -1.1021, -2.0967)  0.36
H (-2.7315, 1.8863, 2.0859)  0.19
H (-3.8336, -3.9675, -0.3029)  0.27
H (-2.5487, -4.9626, 0.1893)  0.20
H (5.1169, -1.5856, -2.1746)  0.22
H (2.9863, 1.2149, -5.6319)  0.27
H (-1.4063, 0.3019, -1.4585)  0.02
H (-0.3147, 4.6730, -1.6962)  0.44
H (-2.6874, -1.7288, 0.5433)  0.36
H (-2.1068, -0.0649, 0.8915)  -0.17
H (0.1188, -5.8054, 7.1115)  0.32
H (-1.8365, 3.4410, 2.6104)  0.21
H (-3.9729, 3.0178, 0.7183)  -0.24
H (6.7441, 0.9447, -1.7816)  0.46
H (-2.8559, -6.5519, 7.2905)  0.25
H (-1.1750, 1.8230, 3.0020)  0.36
H (-5.0501, 3.3993, 2.0880)  0.37
H (-0.4046, 3.3768, 0.7454)  0.60
H (3.0047, 5.2966, -5.8543)  0.36
H (-1.5128, -6.9505, 2.9066)  0.37
H (2.4130, 4.0703, -7.0133)  0.44
H (-5.6874, 9.3488, 0.9767)  0.39
H (1.4694, 4.3533, -1.3999)  0.26
H (0.2711, -6.8313, 3.0275)  0.37
H (-0.6594, -5.5539, 2.2078)  -0.05
H (1.8368, 1.1727, 3.9508)  0.37
H (1.5937, 2.7985, 2.3236)  0.46
H (1.4412, 1.3527, -4.6745)  0.19
H (6.9017, -1.2685, -2.5819)  0.40
H (-1.8985, -5.9121, 8.6450)  0.48
H (-1.5303, 2.2214, -0.0518)  0.26
H (2.3427, -6.0154, -1.6394)  0.34
H (6.1456, -3.1975, -0.6932)  0.26
H (-6.5204, 7.5553, 2.4181)  0.28
H (6.0710, -1.7754, 0.4127)  0.24
H (-5.6483, 3.5422, 0.4037)  0.50
H (-1.3394, -6.9009, -0.2091)  0.25
H (6.1307, 0.3004, -0.2257)  0.51
H (-4.6060, 8.2334, 0.1357)  0.29
H (1.5287, 1.9763, -6.3456)  0.42
H (-3.1760, -3.0149, -2.9745)  0.31

Forces on the atoms, in the same order (eV/Å):
-0.76 0.09 -0.85
-0.08 -0.72 -0.39
-0.75 -0.40 0.11
-0.06 -0.44 -0.08
-1.16 -1.58 1.42
0.17 -0.04 -0.48
1.09 1.28 1.45
-1.47 0.12 1.42
0.31 -0.49 -0.03
-0.11 1.10 1.54
0.30 0.11 0.29
-1.89 1.48 -0.87
0.11 0.20 -0.35
0.36 0.20 0.27
0.48 -0.28 0.52
0.03 0.28 -0.33
-0.32 0.21 0.32
-1.41 -1.50 -0.01
0.00 -0.23 -1.57
2.01 0.32 0.16
0.99 0.80 -0.15
0.19 0.14 -1.76
0.81 1.41 -0.29
-1.32 0.69 -0.66
0.13 0.68 0.58
0.19 0.63 -0.77
-0.19 0.14 -0.47
0.90 -0.21 -0.54
0.28 0.94 0.71
-0.78 -0.14 0.61
-0.84 -3.11 -0.12
-0.18 0.60 -0.31
0.19 -0.33 0.09
2.89 0.72 0.69
-1.56 1.32 -0.57
-0.03 0.89 0.04
0.01 -0.43 -0.12
0.30 -0.53 1.50
-0.10 0.08 0.71
-1.37 0.63 -0.73
0.55 -0.61 -0.14
-0.17 0.03 0.01
2.90 1.23 -2.14
0.72 -0.87 -0.42
-1.08 0.31 -0.56
1.42 -2.03 0.99
-0.03 -0.07 0.34
0.33 0.95 0.03
-2.32 -0.47 1.13
0.78 0.83 0.77
0.90 -0.30 0.17
-0.91 -0.20 -0.06
-0.14 -0.34 0.06
0.22 -0.05 -0.23
-0.29 0.33 -0.07
-0.38 -0.43 -0.89
0.83 0.01 -0.82
-0.33 -0.50 0.12
0.14 0.20 0.91
0.04 -0.20 -0.06
0.80 0.83 -0.14
0.11 -0.83 0.62
0.03 -0.04 0.02
0.22 0.97 0.51
-0.92 -0.46 -0.50
0.62 0.06 -0.02
-0.66 -0.41 0.40
-0.88 0.74 -0.22
-0.65 -0.49 0.87
0.02 -0.06 -0.30
0.87 -0.29 0.19
-0.03 0.03 0.10
-0.89 0.27 -0.25
0.61 0.24 0.67
0.74 0.51 0.23
-0.04 -0.61 -0.16
-0.28 0.53 0.06
1.05 0.21 0.15
-0.49 0.67 0.43
-0.27 -0.91 -0.04
0.75 -0.27 -0.51
0.22 1.03 -0.41
-0.45 -0.53 -0.91
0.06 0.03 -0.17
-0.28 -0.93 -0.55
0.00 0.12 0.01
-0.75 -0.63 0.20
0.08 -0.11 0.00
-0.66 0.43 -0.72
0.05 0.01 -0.05
-0.69 -0.74 -0.03
-0.77 -0.55 0.24
0.03 0.08 0.00
-0.30 0.26 0.98
-0.04 -0.06 0.06
-0.92 0.22 -0.49
-0.04 0.05 -0.03
0.01 0.01 0.30
0.43 -0.55 -0.96
0.21 -0.79 -0.76
0.90 0.43 -0.49
-0.93 -0.36 0.62
0.04 0.09 0.32
0.48 -0.05 0.87
0.22 -0.46 0.56
0.36 0.92 0.11
0.01 -0.34 -0.02
0.43 -0.30 -1.03
0.05 0.06 0.01
0.44 -0.05 0.37
-0.15 0.18 -0.94
-0.03 0.02 0.04
0.61 0.03 0.91
0.19 -0.68 -0.27